Below is 2 unconnected molecules or ions with the total composition C4H13N2O in a non-equilibrium geometry, with properties calculated with the ωB97M-V functional and the def2-TZVPD basis.

Last column: Mulliken charge in e.
Geometry (Å):
1 C -0.0473 1.4033 -0.6264  -0.620
2 C -0.8792 0.1365 -1.1793  -0.448
3 C -0.5306 -1.0978 -0.4035  -0.920
4 C -0.1279 -2.2723 -0.9411  0.000
5 N -0.1728 -3.5020 -0.3399  -0.418
6 N 1.1268 1.0558 0.2095  -0.093
7 H 0.2388 1.8988 -1.5521  0.278
8 H -0.8351 2.0236 -0.2065  0.243
9 H -0.5919 0.0279 -2.2176  0.376
10 H -1.9314 0.3224 -0.9572  0.291
11 H -0.5198 -0.9533 0.6755  0.543
12 H 0.1200 -2.3251 -1.9959  0.305
13 H 0.1930 -3.7906 0.5530  0.191
14 H -0.3246 -4.2784 -0.9458  0.219
15 H 1.2255 0.0573 0.4124  0.404
16 H 0.9430 1.5929 1.0679  0.289
17 H 1.9861 1.3815 -0.2251  0.400
18 H -0.6750 3.0890 2.8369  0.306
19 H 0.7047 2.6369 3.2903  0.300
20 O 0.0975 2.5936 2.5450  -0.646

Computed properties:
Total charge: +1
Frontier orbital gap (eV): 8.542
Maximum force (eV/A): 3.70
Total energy (eV): -9379.2115
HOMO energy (eV): -11.59
LUMO energy (eV): -3.046

=====

Below is a molecular structure, C40H46N6O9P2STi in a non-equilibrium geometry, with properties calculated with the ωB97M-V functional and the def2-TZVPD basis.

Last column: Mulliken charge in e.
Geometry (Å):
1 Ti -0.0883 -0.3485 -0.5522  -0.244
2 C 1.9898 -0.9219 -4.2555  -1.539
3 C 1.7698 -1.1593 -2.7895  1.043
4 O 0.9195 -0.4093 -2.2191  -0.354
5 C 2.4913 -2.1197 -2.1012  -1.631
6 C 2.3666 -2.2537 -0.7145  0.984
7 C 3.1840 -3.2774 0.0159  -1.597
8 N 1.5823 -1.4467 -0.0158  2.265
9 N 1.7271 -1.5393 1.3534  -1.336
10 C 0.9218 -0.7264 1.9440  -1.130
11 O 0.0652 0.0054 1.2818  2.047
12 C 1.0070 -0.5527 3.4104  0.208
13 C 0.5127 0.6301 3.9632  0.399
14 C 0.6047 0.8442 5.3290  -1.122
15 C 1.1667 -0.1240 6.1503  -0.413
16 C 1.6428 -1.3081 5.6008  -0.878
17 C 1.5738 -1.5234 4.2342  -0.421
18 H 1.0374 -1.0027 -4.7795  0.094
19 H 2.3699 0.0917 -4.3964  0.311
20 H 2.6975 -1.6362 -4.6689  0.434
21 H 3.1936 -2.7463 -2.6273  0.402
22 H 3.7151 -3.9196 -0.6829  0.494
23 H 3.8932 -2.7750 0.6734  0.290
24 H 2.5255 -3.8716 0.6491  0.290
25 H 0.0559 1.3609 3.3055  0.625
26 H 0.2463 1.7738 5.7520  0.452
27 H 1.2295 0.0425 7.2178  0.413
28 H 2.0781 -2.0634 6.2425  0.425
29 H 1.9459 -2.4382 3.7922  0.491
30 N -1.8834 -1.6063 3.2076  -0.150
31 C -2.7912 -1.9341 2.0542  1.172
32 C -4.0914 -2.5142 2.5779  -1.840
33 P -3.0326 -0.2353 1.2823  1.188
34 O -4.5266 -0.2874 0.6613  -0.596
35 O -3.0029 0.6302 2.4988  -1.047
36 O -2.1656 0.0012 0.0768  -0.968
37 P -1.9053 -3.1193 0.9477  -0.079
38 O -1.3113 -4.0528 2.1703  -0.613
39 O -2.8227 -3.9317 0.1194  -0.799
40 O -0.7572 -2.3640 0.3455  0.081
41 H -2.1346 -0.6127 3.4518  0.610
42 H -0.9126 -1.5949 2.8939  -0.193
43 H -1.9780 -2.2713 3.9700  0.395
44 H -4.6098 -1.8090 3.2323  0.502
45 H -3.8965 -3.4429 3.1187  0.501
46 H -4.7365 -2.7525 1.7358  0.317
47 H -5.1636 0.0731 1.2935  0.467
48 H -1.2566 -4.9646 1.8461  0.371
49 C -1.7241 2.4487 -1.9200  -0.829
50 C -0.2353 2.4210 -1.7310  0.173
51 C 0.6680 3.2979 -2.2771  -1.284
52 C 1.9361 2.9820 -1.7260  -1.753
53 C 1.7511 1.9292 -0.8680  0.638
54 C 2.8209 1.3021 -0.0225  -1.078
55 N 0.4137 1.5630 -0.8550  2.009
56 H -2.0135 2.2176 -2.9461  0.357
57 H -2.1127 3.4425 -1.6869  0.511
58 H -2.1813 1.7388 -1.2392  -0.663
59 H 0.4406 4.0905 -2.9736  0.609
60 H 2.8759 3.4658 -1.9444  0.596
61 H 3.6177 2.0294 0.1311  0.593
62 H 3.2557 0.4233 -0.5035  0.029
63 H 2.4414 1.0116 0.9562  0.021
64 N 1.5188 6.8455 1.6962  -0.550
65 C 0.6370 6.1139 1.6023  -0.051
66 C -0.4690 5.2168 1.4950  0.069
67 C -1.7781 5.6935 1.5340  -0.421
68 C -2.8116 4.7858 1.4000  -1.050
69 C -2.4967 3.4449 1.2182  -0.380
70 N -1.2543 2.9758 1.2293  0.170
71 C -0.2637 3.8404 1.3708  -0.028
72 H -1.9687 6.7497 1.6688  0.509
73 H -3.8439 5.1057 1.4324  0.452
74 H -3.2786 2.7127 1.0680  0.336
75 H 0.7401 3.4268 1.3709  0.542
76 O -1.2875 -1.2186 -1.9882  -0.633
77 S -2.7033 -1.7013 -1.7488  1.266
78 C -3.7600 -0.4650 -2.6006  -1.646
79 C -3.4690 -0.1951 -4.0490  0.872
80 C -4.5227 -0.1914 -4.9603  -0.313
81 C -4.3162 0.1341 -6.2920  -0.755
82 C -3.0379 0.4273 -6.7416  -0.574
83 C -1.9754 0.3956 -5.8495  -1.373
84 C -2.1830 0.0977 -4.5116  0.396
85 C -2.9542 -3.0644 -3.0011  -1.650
86 C -1.6743 -3.6242 -3.5386  -0.115
87 C -1.3064 -3.3972 -4.8595  -0.088
88 C -0.1275 -3.9279 -5.3632  -0.921
89 C 0.7008 -4.6804 -4.5463  -0.365
90 C 0.3460 -4.8984 -3.2219  -0.680
91 C -0.8325 -4.3751 -2.7209  0.377
92 H -3.6275 0.4302 -1.9944  0.142
93 H -4.7757 -0.8377 -2.4542  0.622
94 H -5.5201 -0.4382 -4.6133  0.425
95 H -5.1524 0.1574 -6.9789  0.401
96 H -2.8735 0.6800 -7.7810  0.428
97 H -0.9723 0.6091 -6.1979  0.479
98 H -1.3472 0.0850 -3.8277  0.476
99 H -3.5679 -2.6601 -3.8026  0.712
100 H -3.4944 -3.8189 -2.4310  0.670
101 H -1.9520 -2.8069 -5.5003  0.347
102 H 0.1455 -3.7512 -6.3963  0.413
103 H 1.6260 -5.0871 -4.9356  0.426
104 H 0.9914 -5.4837 -2.5787  0.383
105 H -1.1148 -4.5442 -1.6904  0.430

Computed properties:
Total charge: 0
Frontier orbital gap (eV): 6.737
Maximum force (eV/A): 1.82
Total energy (eV): -122132.2834
HOMO energy (eV): -6.78
LUMO energy (eV): -0.046

=====

Below is a molecular structure, C17H35BGaNO4P2 in a non-equilibrium geometry, with properties calculated with the ωB97M-V functional and the def2-TZVPD basis.

Last column: Mulliken charge in e.
Geometry (Å):
1 Ga -0.8807 -0.0556 -0.0108  0.538
2 P -0.5066 0.6495 2.2287  0.711
3 C -1.8696 1.8627 2.3438  -0.891
4 C -1.7473 2.8731 1.2211  0.658
5 N -1.3489 2.3766 0.0416  0.139
6 C -1.3530 3.1480 -1.0554  0.426
7 C -1.6659 4.5119 -0.9873  -0.882
8 C -2.0251 5.0611 0.2449  -0.533
9 C -2.0720 4.2274 1.3649  -0.947
10 C -1.0742 2.4793 -2.3897  -1.212
11 P -1.2423 0.6535 -2.2372  0.757
12 H -2.3542 4.5863 2.3458  0.527
13 H -1.6473 5.1000 -1.9007  0.517
14 H -2.2701 6.1100 0.3260  0.454
15 H -1.7904 2.8530 -3.1420  0.596
16 H -0.0582 2.7240 -2.7445  0.465
17 H -2.7909 1.2493 2.1754  0.018
18 H -1.8878 2.3457 3.3307  0.638
19 H -3.7974 -1.0932 0.3797  0.269
20 O -3.5054 -0.3311 0.9731  -0.517
21 H -4.3144 -0.0275 1.4264  0.288
22 H -2.7382 -2.3378 -0.9819  0.291
23 O -3.6817 -2.0428 -0.9291  -0.638
24 H -4.2027 -2.7647 -1.3331  0.302
25 C -3.0062 0.4112 -2.5971  -1.210
26 H -3.2637 0.8613 -3.5654  0.491
27 H -3.2568 -0.6563 -2.5996  0.373
28 H -3.6045 0.8879 -1.8108  0.306
29 C -0.2901 -0.1118 -3.5667  -1.187
30 H -0.4001 -1.2012 -3.4971  0.359
31 H -0.6309 0.2216 -4.5579  0.512
32 H 0.7763 0.1252 -3.4594  0.356
33 C 0.9946 1.5020 2.7453  -0.980
34 H 0.9627 1.7071 3.8241  0.481
35 H 1.8610 0.8738 2.5108  0.160
36 H 1.0984 2.4504 2.2081  0.354
37 C -0.8396 -0.6224 3.4803  -1.206
38 H -0.1739 -1.4784 3.2865  0.283
39 H -0.6467 -0.2245 4.4910  0.458
40 H -1.8857 -0.9581 3.3985  0.328
41 C 3.6522 -1.7075 -1.7717  -1.979
42 C 2.6224 -2.3141 -0.8239  1.480
43 C 2.5741 -3.8046 -1.0634  -1.864
44 O 1.3350 -1.7749 -1.1402  -0.320
45 B 1.0568 -0.8269 -0.1514  1.101
46 O 2.1410 -0.6021 0.7096  -0.849
47 C 2.8829 -1.8281 0.6587  1.381
48 C 2.3444 -2.7976 1.7154  -1.867
49 C 4.3240 -1.5234 1.0130  -1.739
50 H 3.3464 -1.8867 -2.8087  0.489
51 H 4.6198 -2.2018 -1.6173  0.418
52 H 3.7762 -0.6243 -1.6220  0.321
53 H 2.3555 -3.9724 -2.1202  0.458
54 H 3.5343 -4.2772 -0.8439  0.391
55 H 1.8091 -4.2975 -0.4629  0.354
56 H 2.9875 -3.6859 1.7750  0.435
57 H 2.3682 -2.3139 2.7027  0.442
58 H 1.3178 -3.1381 1.5173  0.273
59 H 4.7813 -0.8026 0.3269  0.375
60 H 4.3879 -1.1172 2.0303  0.468
61 H 4.9127 -2.4499 0.9955  0.378

Computed properties:
Total charge: +2
Frontier orbital gap (eV): 6.692
Maximum force (eV/A): 2.53
Total energy (eV): -99496.1631
HOMO energy (eV): -14.40
LUMO energy (eV): -7.711

=====

ΔE to the lowest compared entry with this formula, charge and spin, record by record: 54.7; 31.1; 0.0 kcal/mol